C4H8O4P2 | wB97M-V/def2-TZVPD

Structure (XYZ):
```
18
Properties=species:S:1:pos:R:3:forces:R:3
C -0.7862 1.0025 -0.0907 0.2 0.0 0.1
C 0.5346 -0.9314 0.9687 0.2 0.3 0.0
C 0.3662 0.0501 -0.1468 -0.4 -2.0 -2.5
C -0.1599 -1.4132 -2.0023 0.6 1.8 2.2
O 1.2657 -3.1154 -3.6680 0.1 0.2 -0.3
O -0.8357 -3.6522 -2.2394 0.4 0.4 0.5
O -2.7730 -1.8972 -2.6580 -1.1 0.4 -0.9
O 1.5406 -3.5391 -1.1616 0.1 0.2 0.6
P -1.7814 -2.2835 -1.6042 1.3 -0.6 0.4
P 0.7101 -3.0100 -2.2837 -1.1 -0.3 -0.4
H -0.8980 1.5259 -1.0388 -0.1 0.1 -0.1
H -1.7099 0.4614 0.1081 -0.1 0.0 0.0
H -0.6549 1.7660 0.7023 -0.1 -0.1 0.0
H -0.4304 -1.3585 1.2264 -0.1 -0.2 0.1
H 1.1849 -1.7394 0.6465 0.1 -0.2 0.0
H 0.9703 -0.4678 1.8735 -0.1 0.0 0.1
H 1.2936 0.4800 -0.5202 0.0 0.0 0.0
H -0.1672 -0.6881 -2.8188 0.0 0.0 0.2
```
Forces are in eV/Å.

## Properties
Charge: -2
Spin multiplicity: 1
Kohn-Sham gap (eV): 5.790
Relative energy (zero: lowest compared OMol25 entry of this formula, charge and spin) (kcal/mol): 42.2

---

C4H8O8S2 | wB97M-V/def2-TZVPD

Structure (XYZ):
```
22
Properties=species:S:1:pos:R:3:forces:R:3
O 0.9208 -21.8436 6.5134 0.3 0.2 0.1
S 1.5133 -20.5709 6.7229 -0.7 1.4 0.5
O 0.7968 -19.3756 6.3446 0.9 -1.2 0.3
O 1.9472 -20.4395 8.2906 -0.6 -0.2 -0.5
C 3.2021 -19.7973 8.4244 0.7 -0.2 0.3
C 3.9530 -20.1482 7.1488 0.5 0.0 -0.7
O 2.9876 -20.5355 6.1465 -0.5 0.1 0.1
H 3.1482 -18.7300 8.6442 -0.5 0.1 -0.5
H 3.7426 -20.2138 9.2743 -0.3 -0.3 0.0
H 4.5983 -21.0177 7.2400 0.1 0.1 0.3
H 4.5110 -19.3064 6.7438 0.1 0.0 0.1
O 7.3983 -20.5715 7.2806 0.3 0.4 1.1
S 7.5601 -19.8784 8.5215 -0.8 0.0 0.1
O 7.6159 -18.4383 8.5407 0.5 -1.5 0.2
O 6.3544 -20.3120 9.5354 0.2 0.3 -0.9
C 6.8336 -20.1204 10.8607 0.9 0.5 0.1
C 8.2661 -20.6894 10.7902 -0.1 -0.8 0.4
O 8.7054 -20.6022 9.4220 -0.9 1.0 -0.9
H 6.8945 -19.0674 11.1448 -0.4 0.1 -0.3
H 6.1504 -20.6293 11.5293 0.2 -0.3 0.1
H 8.2152 -21.7482 11.0437 0.3 0.0 -0.1
H 9.0208 -20.1919 11.3893 -0.2 0.2 0.2
```
Forces are in eV/Å.

## Properties
Spin multiplicity: 1
Kohn-Sham gap (eV): 11.292
Relative energy (zero: lowest compared OMol25 entry of this formula, charge and spin) (kcal/mol): 8.7
Structure (SMILES): O=S1(=O)OCCO1.O=S1(=O)OCCO1

---

C4H8OS | wB97M-V/def2-TZVPD

Structure (XYZ):
```
14
Properties=species:S:1:pos:R:3:forces:R:3
C -0.4790 -0.7021 0.9025 0.9 -2.0 -1.1
C 0.3294 0.3016 0.1123 0.6 0.5 1.4
C 1.1911 -0.5259 -0.8533 1.5 1.7 -0.8
C -0.4902 1.0978 -0.9366 -1.6 -1.3 0.6
H -1.0884 0.6239 2.1744 -0.1 0.1 0.0
H 0.2853 -1.4855 1.1931 -1.0 0.4 -0.4
H -1.2361 -1.1316 0.2129 0.4 -0.2 0.3
H 0.8909 0.8584 0.9021 -0.1 0.1 -0.8
H 1.2486 -1.5617 -0.6238 -0.1 -0.9 0.1
H 2.2619 -0.1619 -1.0455 -1.6 -0.3 0.4
H -0.2693 2.1324 -1.1169 0.4 0.4 -0.1
H -1.6063 0.9631 -0.7807 1.2 0.5 0.0
O -1.0948 -0.3295 2.0699 -0.7 1.0 1.2
S 0.0570 -0.0790 -2.2102 0.2 0.0 -0.7
```
Forces are in eV/Å.

## Properties
Spin multiplicity: 1
Kohn-Sham gap (eV): 9.483
Relative energy (zero: lowest compared OMol25 entry of this formula, charge and spin) (kcal/mol): 30.3

---

C4H8OS | wB97M-V/def2-TZVPD

Structure (XYZ):
```
14
Properties=species:S:1:pos:R:3:forces:R:3
C 1.9491 -1.0914 -0.8986 0.0 0.1 0.2
C 0.7831 -0.9564 -1.8215 0.6 0.1 0.7
C -0.7572 -0.2437 1.3661 1.0 3.9 2.8
C 0.3893 0.8160 1.2701 -1.5 -0.6 -0.7
O 1.5582 0.1867 1.6739 1.4 -0.2 -0.1
S 2.4610 -0.8089 0.5119 -0.4 0.4 -0.2
H -0.0871 -0.9180 -1.1350 0.0 0.4 -1.1
H 0.7284 -1.8217 -2.4715 -0.1 -0.3 0.0
H 0.9514 -0.1093 -2.5232 -0.5 -0.2 0.8
H -0.3839 -1.1444 1.0856 0.7 -2.8 -0.9
H -1.5793 0.1178 0.8445 -1.7 0.2 -1.1
H -0.9867 -0.1968 2.4342 -0.3 -0.8 -0.1
H 0.3929 1.1356 0.2051 0.6 0.3 0.5
H 0.1864 1.6875 1.9409 0.2 -0.6 -0.6
```
Forces are in eV/Å.

## Properties
Spin multiplicity: 1
Kohn-Sham gap (eV): 9.264
Relative energy (zero: lowest compared OMol25 entry of this formula, charge and spin) (kcal/mol): 74.7

---

C4H8OS | wB97M-V/def2-TZVPD

Structure (XYZ):
```
14
Properties=species:S:1:pos:R:3:forces:R:3
C -0.5213 -1.8072 0.6637 -0.3 0.5 -0.4
C -0.9705 -0.9678 -0.0641 -0.1 0.0 0.1
O -1.4475 -0.0522 -0.8537 0.6 -0.2 -0.1
C -2.7742 0.3578 -0.5697 -0.8 0.3 0.2
H -0.1051 -2.5538 1.2664 0.3 -0.5 0.4
H -2.8173 0.9155 0.3717 0.1 -0.1 -0.1
H -3.4474 -0.5029 -0.5060 0.1 0.1 -0.1
H -3.0769 1.0025 -1.3933 0.0 -0.1 0.1
C 2.6794 1.0472 0.3625 -0.1 -0.4 -0.2
S 2.8846 -0.5395 -0.5040 0.3 0.1 0.0
H 2.3366 0.8662 1.3763 0.0 0.1 0.1
H 1.9739 1.6687 -0.1796 0.0 0.1 0.1
H 3.6576 1.5175 0.3787 0.0 0.1 0.0
H 1.6282 -0.9521 -0.3490 -0.2 -0.1 0.0
```
Forces are in eV/Å.

## Properties
Spin multiplicity: 1
Kohn-Sham gap (eV): 9.528
Relative energy (zero: lowest compared OMol25 entry of this formula, charge and spin) (kcal/mol): 72.4
Structure (SMILES): C#COC.CS

---

C4H8OS | wB97M-V/def2-TZVPD

Structure (XYZ):
```
14
Properties=species:S:1:pos:R:3:forces:R:3
C 1.1109 0.8422 -1.5701 -1.9 0.0 0.8
C 0.6764 -0.2049 -0.4757 1.8 1.3 1.3
C -0.2913 0.1388 0.7039 2.0 0.0 -2.3
C -0.8778 -1.1488 1.1516 0.5 -0.5 -0.1
O -0.2801 -2.2090 1.1177 -0.8 1.0 0.1
S -2.5084 -1.0066 1.7054 -1.3 -0.1 0.8
H 0.5143 0.8908 -2.5586 0.8 -0.4 1.8
H 2.1080 0.4888 -1.7035 0.9 0.7 -0.9
H 1.0226 1.8159 -1.0772 0.6 0.2 -0.5
H 1.6325 -0.6506 -0.0568 -1.4 0.3 -0.5
H 0.1258 -0.9059 -0.9731 -0.9 -2.4 -1.4
H 0.1329 0.6119 1.5274 1.7 0.3 1.8
H -0.8368 0.9913 0.3888 -2.0 0.1 -0.6
H -2.5290 0.3463 1.8201 0.0 -0.5 -0.2
```
Forces are in eV/Å.

## Properties
Spin multiplicity: 1
Kohn-Sham gap (eV): 10.616
Relative energy (zero: lowest compared OMol25 entry of this formula, charge and spin) (kcal/mol): 27.1
Structure (SMILES): CCCC(=O)S